(1)
C2H2Br2I2 as an isolated structure at a distorted geometry, computed with wB97M-V/def2-TZVPD.

- frontier orbital gap (alpha / beta) (eV) = 8.06 / 8.06
- E_HOMO (alpha / beta) (eV) = -9.624 / -9.623
- total energy (eV) = -158391.255
- LUMO (alpha / beta) (eV) = -1.565 / -1.565
- charge = 0

Positions of all 8 atoms, in Å:
C 0.3265 0.6812 0.8682
C 0.9736 -0.4678 0.1189
Br -1.3850 -0.3957 2.2097
Br 1.9237 -1.6135 1.3590
I 1.2281 1.9160 2.2038
I 2.2958 0.2743 -1.4122
H -0.4598 1.2561 0.3808
H 0.3069 -1.1584 -0.4709

(2)
A 3-piece molecular cluster, C4H15N2O2 overall at a distorted geometry, computed with wB97M-V/def2-TZVPD.

- frontier orbital gap (eV) = 9.02
- E_HOMO (eV) = -12.327
- total energy (eV) = -11459.498
- LUMO (eV) = -3.306
- charge = +1

Positions of all 23 atoms, in Å:
C 0.1536 -1.5144 0.4363
C -1.2667 -1.2675 0.0226
C -1.5789 0.0830 -0.6174
C -1.2623 1.2358 -0.0133
N -2.2070 -0.0068 -1.8687
N 1.2089 -0.9494 -0.4683
H 0.3627 -0.9463 1.3646
H 0.3528 -2.5610 0.6530
H -1.6937 -2.0799 -0.5793
H -2.0329 -1.1990 0.8063
H -1.4730 2.2382 -0.3618
H -0.8043 1.2136 0.9773
H -1.5165 -0.2599 -2.5686
H -2.7573 0.7991 -2.1323
H 1.1415 -1.4356 -1.3706
H 1.1257 0.0753 -0.6264
H 2.1198 -1.0444 -0.0265
H 3.6868 1.4253 -1.2700
H 2.9689 1.4844 -2.5566
O 2.7954 1.3377 -1.6150
H 0.7229 1.3664 4.4920
H -0.4225 1.2259 3.5016
O 0.3758 0.7797 3.8211

(3)
A 2-piece molecular cluster, C2H2ClO2P overall at a distorted geometry, computed with wB97M-V/def2-TZVPD.

- spin multiplicity = 3
- frontier orbital gap (alpha / beta) (eV) = 7.44 / 6.81
- E_HOMO (alpha / beta) (eV) = -7.091 / -9.942
- total energy (eV) = -28008.939
- LUMO (alpha / beta) (eV) = 0.352 / -3.132
- charge = 0

Positions of all 8 atoms, in Å:
C -0.1239 -0.1143 0.6328
C -0.5262 -0.5087 -0.5716
O 0.0344 0.1324 1.7419
O -2.3655 1.3049 -0.2923
P -2.0013 0.2916 -1.3098
Cl 2.7131 -0.3493 -0.0567
H 2.4963 0.7263 0.7478
H -0.2270 -1.4830 -0.8920

Energy relative to the best compared isomer or geometry (same formula, charge and spin) values (in kcal/mol) by entry order: 16.9, 40.6, 13.6.